(1)
Molecular formula: C6H14N2O3S
Method: DFT, ωB97M-V/def2-TZVPD

The geometry in ORCA input format:
```
! wB97M-V def2-TZVPD RIJCOSX def2/J DEFGRID3
* xyz 0 1
S 0.070 0.040 -2.850
O 1.323 0.582 -3.387
O 0.257 -1.203 -2.114
O -1.000 0.227 -3.777
N -1.085 -1.869 2.851
N 0.186 0.142 0.428
C -0.736 1.206 -1.549
C 1.612 1.658 -0.780
C -0.997 -0.544 0.697
C 0.280 1.001 -0.581
C 1.519 -0.530 0.824
C -1.376 -0.551 2.224
H -0.812 0.244 2.712
H -0.841 2.141 -2.133
H 2.206 1.670 0.152
H -2.474 -0.176 2.383
H 2.070 1.171 -1.719
H -1.824 -0.136 0.137
H 1.987 -1.259 -0.019
H -0.835 -1.613 0.435
H 1.527 -1.173 1.749
H -1.452 -2.031 3.787
H -1.633 0.657 -1.634
H 1.207 2.788 -1.026
H -1.473 -2.566 2.249
H 2.293 0.123 0.939
*
```

Values from the calculation:
energy relative to the best compared isomer or geometry (same formula, charge and spin): 53.0 kcal/mol
Kohn-Sham gap: 9.50 eV
total energy: -26404.014 eV

Here are the Mulliken charges for atoms 1 to 2, given in e: number 1, S, carries 1.19; number 2, O, carries -0.67


(2)
Molecular formula: C6H14N2OS
Method: DFT, ωB97M-V/def2-TZVPD

The geometry in ORCA input format:
```
! wB97M-V def2-TZVPD RIJCOSX def2/J DEFGRID3
* xyz 0 1
S 0.398 1.193 3.156
O 2.067 0.606 0.959
N 1.661 2.047 2.802
N 0.906 -0.451 2.752
C -1.664 -0.738 -1.971
C -1.662 -0.764 -0.649
C 2.145 -0.327 2.001
C -0.932 0.318 -2.743
C -2.373 -1.769 -2.795
C 2.046 1.960 1.440
H -1.150 -0.014 -0.069
H -2.824 -2.533 -2.166
H -1.502 0.622 -3.622
H -2.175 -1.533 -0.094
H 0.662 1.137 4.518
H 3.059 2.381 1.367
H -3.156 -1.300 -3.389
H 0.180 -0.875 2.189
H 0.028 -0.073 -3.088
H -0.738 1.190 -2.122
H 2.927 -0.048 2.719
H 1.390 2.508 0.741
H -1.676 -2.246 -3.483
H 2.383 -1.291 1.549
*
```

Values from the calculation:
energy relative to the best compared isomer or geometry (same formula, charge and spin): 89.6 kcal/mol
Kohn-Sham gap: 8.69 eV
total energy: -22308.436 eV

Here are the Mulliken charges for atoms 1 to 2, given in e: number 1, S, carries 0.18; number 2, O, carries -0.43


The lowest energy relative to the best compared isomer or geometry (same formula, charge and spin) belongs to which entry?
C6H14N2O3S


Please write out number 1 again, unchanged.
Molecular formula: C6H14N2O3S
Method: DFT, ωB97M-V/def2-TZVPD

The geometry in ORCA input format:
```
! wB97M-V def2-TZVPD RIJCOSX def2/J DEFGRID3
* xyz 0 1
S 0.070 0.040 -2.850
O 1.323 0.582 -3.387
O 0.257 -1.203 -2.114
O -1.000 0.227 -3.777
N -1.085 -1.869 2.851
N 0.186 0.142 0.428
C -0.736 1.206 -1.549
C 1.612 1.658 -0.780
C -0.997 -0.544 0.697
C 0.280 1.001 -0.581
C 1.519 -0.530 0.824
C -1.376 -0.551 2.224
H -0.812 0.244 2.712
H -0.841 2.141 -2.133
H 2.206 1.670 0.152
H -2.474 -0.176 2.383
H 2.070 1.171 -1.719
H -1.824 -0.136 0.137
H 1.987 -1.259 -0.019
H -0.835 -1.613 0.435
H 1.527 -1.173 1.749
H -1.452 -2.031 3.787
H -1.633 0.657 -1.634
H 1.207 2.788 -1.026
H -1.473 -2.566 2.249
H 2.293 0.123 0.939
*
```

Values from the calculation:
energy relative to the best compared isomer or geometry (same formula, charge and spin): 53.0 kcal/mol
Kohn-Sham gap: 9.50 eV
total energy: -26404.014 eV

Here are the Mulliken charges for atoms 1 to 2, given in e: number 1, S, carries 1.19; number 2, O, carries -0.67


Look up the total energy of the first one.
-26404.014 eV


energy relative to the best compared isomer or geometry (same formula, charge and spin) of number 1 (C6H14N2O3S)?
53.0 kcal/mol